The following is a DFT calculation (wB97M-V/def2-TZVPD) of a structure of composition C21H32NW in a non-equilibrium geometry.

Computed properties:
Net charge   +1
Largest force on an atom   5.98 eV/A
Spin multiplicity   3
Frontier orbital gap (spin up / spin down)   5.656 / 6.321 eV
<S²>   2.13
Highest occupied orbital energy (spin up / spin down)   -10.15 / -10.39 eV

Atoms and positions in Å:
C  -2.150  -1.305  0.963
C  -1.445  -1.841  -0.169
C  -1.348  -0.795  -1.161
C  -1.989  0.375  -0.627
C  -2.483  0.057  0.681
W  -0.222  -0.203  0.615
C  1.463  3.632  0.418
C  0.835  2.809  1.386
H  1.488  2.467  2.224
C  -0.398  2.004  1.236
H  -1.122  2.483  0.574
H  -0.865  1.813  2.233
C  3.004  3.382  0.515
H  3.194  2.549  1.198
H  3.387  3.032  -0.446
H  3.616  4.221  0.830
C  1.047  3.252  -1.015
H  0.540  2.283  -0.952
H  0.340  3.970  -1.460
H  1.940  3.106  -1.645
C  -1.036  -3.275  -0.290
H  -0.597  -3.652  0.652
H  -1.920  -3.880  -0.553
H  -0.300  -3.404  -1.090
C  -0.667  -0.868  -2.495
H  0.223  -1.508  -2.443
H  -1.366  -1.314  -3.223
H  -0.352  0.138  -2.827
C  -2.315  1.618  -1.408
H  -1.625  1.745  -2.253
H  -3.335  1.518  -1.819
H  -2.300  2.532  -0.797
C  -3.369  0.920  1.536
H  -3.153  1.993  1.408
H  -4.415  0.752  1.225
H  -3.283  0.659  2.606
C  -2.655  -2.106  2.129
H  -2.899  -1.463  2.988
H  -3.580  -2.632  1.838
H  -1.933  -2.876  2.446
C  1.757  -1.609  -0.143
C  3.113  -0.927  -0.321
C  1.993  -2.868  -0.653
C  3.274  -0.581  -1.696
H  3.646  -0.252  0.382
C  2.764  -2.927  -1.818
H  1.555  -3.773  -0.315
C  3.221  -1.758  -2.434
H  3.486  0.431  -2.140
H  2.976  -3.877  -2.274
H  3.688  -1.809  -3.400
N  0.086  -0.524  2.656
H  -0.264  -1.403  3.026
H  -0.325  0.195  3.248
H  1.079  -0.504  2.853

The following is a DFT calculation (wB97M-V/def2-TZVPD) of a cluster of 2 separate species, C21H33BN3O10P in total in a non-equilibrium geometry.

Computed properties:
Largest force on an atom   7.78 eV/A
Spin multiplicity   1
Frontier orbital gap   6.685 eV
Structure (SMILES)   CCOB(O)c1ccc2nc(COC)c(P(O)O)nc2c1OCCNC[C@@H](C)O.C[C@@H]1COC(=O)O1
Highest occupied orbital energy   -7.83 eV

Atoms and positions in Å:
C  -5.133  0.142  -0.840
C  -4.497  1.568  -0.335
O  -3.081  1.775  -0.682
B  -2.254  0.627  -0.169
O  -2.583  0.063  1.155
C  -1.013  0.150  -1.152
C  -0.885  -1.311  -1.897
C  0.397  -1.637  -2.901
C  1.610  -0.529  -3.217
N  2.670  -0.971  -4.187
C  3.629  0.174  -4.357
C  4.877  -0.071  -5.443
O  6.210  0.044  -4.831
C  7.020  -1.178  -5.084
C  3.598  1.620  -3.612
P  4.943  2.981  -3.946
O  4.211  4.475  -3.332
O  5.085  3.288  -5.677
N  2.508  1.989  -2.647
C  1.488  0.903  -2.455
C  0.211  1.252  -1.440
O  0.117  2.567  -0.806
C  0.849  2.683  0.448
C  1.628  1.358  0.987
N  0.703  0.292  1.613
C  1.380  -1.064  1.634
C  0.514  -2.257  2.351
C  1.218  -2.900  3.699
O  -0.863  -1.894  2.719
H  -6.305  0.247  -1.018
H  -5.004  -0.618  0.063
H  -4.614  -0.321  -1.787
H  -4.655  1.765  0.831
H  -5.099  2.446  -0.876
H  -2.339  0.738  1.870
H  -1.704  -2.134  -1.724
H  0.399  -2.717  -3.408
H  4.774  0.762  -6.278
H  4.677  -1.102  -5.988
H  8.162  -0.850  -5.158
H  6.889  -1.954  -4.191
H  6.774  -1.702  -6.110
H  3.493  4.741  -4.004
H  4.167  3.281  -6.110
H  0.083  3.109  1.258
H  1.670  3.538  0.322
H  2.404  0.883  0.225
H  2.303  1.719  1.904
H  0.622  0.560  2.637
H  2.450  -1.011  2.117
H  1.535  -1.376  0.497
H  0.424  -3.162  1.578
H  2.051  -3.695  3.445
H  1.597  -2.057  4.449
H  0.367  -3.487  4.288
H  -1.450  -2.725  2.628
C  -4.501  -2.164  5.651
C  -4.435  -0.678  5.360
C  -5.389  -0.246  4.289
O  -4.771  0.925  3.789
C  -3.426  0.752  3.976
O  -2.564  1.448  3.473
O  -3.182  -0.313  4.801
H  -4.344  -2.752  4.741
H  -3.714  -2.456  6.354
H  -5.472  -2.434  6.078
H  -4.571  -0.104  6.285
H  -6.387  -0.030  4.680
H  -5.473  -0.967  3.468